The following is a quantum chemistry calculation of a single C4H6N2O molecule, from OMol25.

Each line ends with the Löwdin charge.
Geometry (Å):
H: -2.27 0.99 -0.63  -0.0103
H: 0.26 2.51 0.21  0.0659
N: -0.24 1.63 0.32  0.1393
H: -1.86 -1.87 0.12  0.1042
H: 2.32 -0.26 -0.20  0.0868
N: 1.85 0.63 -0.27  0.1333
O: 0.76 -1.74 0.17  0.0441
C: -2.42 0.20 0.11  0.1225
C: 0.51 0.62 0.06  -0.4305
C: -0.12 -0.71 0.03  -0.2884
H: 0.29 -2.57 0.01  0.1172
C: -1.48 -0.85 -0.01  -0.1837
H: 2.39 1.41 0.06  0.0996

Charge = 0
Molar mass = 98.10 g/mol
F_max = 0.52 eV/A
HOMO (spin up / spin down) = -7.66 / -7.93 eV
Total energy = -9268.8153 eV

---

The following is a quantum chemistry calculation of a single C4H6N2O molecule, from OMol25.

Each line ends with the Löwdin charge.
Geometry (Å):
C: 1.71 0.89 -1.25  -0.0025
C: 0.52 0.64 -1.65  0.0018
N: -0.46 -0.33 1.29  0.0199
C: -1.50 -0.90 0.46  -0.0942
H: -1.07 -1.65 -0.21  0.0835
O: 1.47 0.86 1.47  0.0510
H: -0.67 -0.04 2.23  0.1385
H: -2.01 -0.14 -0.15  0.0778
H: 2.67 1.37 -1.20  0.1113
N: 1.03 -0.22 -0.53  0.0082
H: -0.32 0.67 -2.32  0.1006
C: 0.71 0.18 0.80  -0.5786
H: -2.24 -1.38 1.10  0.0826

Charge = 0
Molar mass = 98.10 g/mol
F_max = 0.34 eV/A
HOMO = -8.65 eV
Total energy = -9269.7495 eV
Structure (SMILES) = CNC(=O)N1C=C1

---

The following is a quantum chemistry calculation of a molecular structure, C4H6N2O, from OMol25.

Each line ends with the Löwdin charge.
Geometry (Å):
H: 0.70 0.65 -2.07  0.1260
N: -0.23 1.62 -0.40  -0.0049
C: 0.86 0.80 -0.99  -0.1606
H: 1.61 -0.64 1.81  0.1239
H: -0.16 1.54 0.65  0.0997
H: -1.15 1.36 -0.78  0.0861
O: -0.39 -1.43 1.38  0.0043
N: -1.27 -1.86 -0.84  0.1986
C: 0.71 -0.50 1.22  -0.0377
C: 0.54 -0.30 -0.08  -0.2123
C: -0.58 -1.26 0.00  -0.4174
H: -1.87 -2.57 -0.40  0.0742
H: 1.84 1.29 -0.82  0.1200

Charge = 0
Molar mass = 98.10 g/mol
F_max = 2.20 eV/A
HOMO = -8.31 eV
Total energy = -9269.3609 eV

---

The following is a quantum chemistry calculation of a single C4H6N2O molecule, from OMol25.

Each line ends with the Löwdin charge.
Geometry (Å):
H: -1.97 -0.99 0.27  0.0749
H: -1.17 -2.08 -0.90  0.0804
C: -1.03 -1.49 0.00  -0.1297
O: 3.35 -1.19 -0.14  0.0309
N: 2.58 -0.36 0.29  -0.0720
N: 0.06 -0.60 -0.20  -0.0146
C: -0.03 0.66 -0.08  -0.1982
H: 1.02 2.55 -0.12  0.0944
C: 2.38 0.91 -0.04  -0.1324
C: 1.13 1.48 -0.08  -0.0636
H: 3.26 1.55 -0.08  0.1260
H: -0.75 -2.18 0.80  0.0856
H: -1.00 1.17 0.06  0.1182

Charge = 0
Molar mass = 98.10 g/mol
F_max = 3.44 eV/A
HOMO (spin up / spin down) = -8.49 / -8.18 eV
Total energy = -9268.5930 eV
Structure (SMILES) = C/N=C/C=C\N=O

---

The following is a quantum chemistry calculation of a single C4H6N2O molecule, from OMol25.

Each line ends with the Löwdin charge.
Geometry (Å):
N: 1.41 -0.06 0.15  0.0841
H: -2.51 0.71 0.18  0.1071
H: -1.30 0.11 1.42  0.1233
C: 0.51 -1.11 -0.26  -0.1333
C: -0.72 -0.30 -0.67  -0.2338
C: -1.49 0.38 0.38  -0.0690
H: 2.36 -0.21 0.45  0.1469
N: -0.47 1.11 -0.37  0.0467
C: 0.84 1.18 0.23  -0.5208
H: 0.29 -1.80 0.57  0.1164
O: 1.35 2.18 0.68  0.0815
H: -1.16 -0.49 -1.65  0.1364
H: 0.90 -1.70 -1.10  0.1146

Charge = 0
Molar mass = 98.10 g/mol
F_max = 0.45 eV/A
HOMO = -9.78 eV
Total energy = -9272.2811 eV
Structure (SMILES) = O=C1NC[C@H]2CN12

---

The following is a quantum chemistry calculation of a single C4H6N2O molecule, from OMol25.

Each line ends with the Löwdin charge.
Geometry (Å):
C: -2.25 0.43 0.22  -0.0885
H: 3.26 -0.31 -0.49  0.1054
N: 2.74 0.40 0.01  0.1658
H: -2.60 -0.64 0.15  0.1128
H: -0.83 -1.79 -1.02  0.1303
H: 3.23 1.02 0.62  0.1033
C: -0.98 -0.23 0.48  -0.0700
H: -2.88 0.84 1.01  0.0735
H: -2.29 1.07 -0.69  0.0955
N: 0.96 -0.83 -0.70  0.0751
C: 1.40 0.18 0.08  -0.5672
O: 0.58 0.85 0.80  0.0458
C: -0.34 -0.99 -0.47  -0.1818

Charge = 0
Molar mass = 98.10 g/mol
F_max = 2.33 eV/A
HOMO = -8.22 eV
Total energy = -9270.5821 eV